The ion C3H8N3S with charge +1. Source: the OMol25 dataset; level of theory: ωB97M-V/def2-TZVPD.

Properties
- Energy above the lowest of the compared OMol25 structures with the same formula, charge and spin: 81.7 kcal per mole
- Gap between HOMO and LUMO: 9.20 eV
- HOMO: -13.27 eV
- 2S+1: 1
- SMILES string: [NH3+]N1CN=CCS1
- Net charge: +1

```
15
Properties=species:S:1:pos:R:3:lowdin_charge:R:1
C -0.309 -1.758 0.824 -0.21
C -1.510 -0.898 1.013 -0.37
C 1.189 -0.365 -0.325 -0.28
N 0.767 -1.547 0.233 0.04
N 0.023 0.536 -0.412 -0.42
N 0.409 1.770 -0.962 0.10
S -0.899 0.862 1.140 0.92
H -0.413 -2.877 1.215 0.17
H -2.214 -0.763 0.112 0.12
H -2.035 -0.946 1.935 0.06
H 2.100 0.078 0.161 0.15
H 1.490 -0.446 -1.461 0.17
H 0.285 1.562 -1.941 0.17
H 1.346 2.242 -0.667 0.23
H -0.228 2.551 -0.864 0.15
```